# 1
{"formula": "C30H36N4Pd", "method": "ωB97M-V with the def2-TZVPD basis set", "species": ["Pd", "N", "N", "C", "C", "C", "C", "H", "H", "H", "C", "C", "H", "H", "H", "C", "C", "H", "H", "H", "C", "H", "H", "H", "C", "H", "H", "H", "C", "H", "C", "H", "C", "H", "C", "H", "C", "C", "H", "C", "C", "H", "C", "H", "N", "C", "C", "C", "H", "C", "C", "H", "H", "H", "C", "H", "C", "C", "H", "H", "H", "C", "H", "H", "H", "C", "C", "N", "H", "H", "H"], "xyz": [[0.38817, 0.13143, 0.85411], [-0.31705, -2.10971, 2.19572], [0.41130, -2.82473, -0.58402], [1.53112, 1.83643, 0.45421], [2.37987, 0.75250, 0.83767], [1.97818, 0.32116, 2.14458], [2.48689, -0.86372, 2.87757], [3.32583, -1.32063, 2.34576], [1.69640, -1.61849, 2.96025], [2.81018, -0.58915, 3.88858], [0.89461, 1.16270, 2.56950], [0.27088, 1.16793, 3.92232], [1.03109, 1.21425, 4.70976], [-0.28211, 0.24286, 4.08110], [-0.42372, 2.00350, 4.06192], [0.60717, 2.08087, 1.51507], [-0.43915, 3.13970, 1.54033], [-1.44433, 2.71246, 1.63982], [-0.40223, 3.73905, 0.62568], [-0.27252, 3.80845, 2.39379], [3.42569, 0.11955, -0.00320], [4.33487, -0.07401, 0.57822], [3.66801, 0.75750, -0.85681], [3.07567, -0.84236, -0.39472], [1.53528, 2.57980, -0.83150], [0.62103, 2.35971, -1.40482], [2.38980, 2.28720, -1.44797], [1.57498, 3.66492, -0.65680], [-1.17755, -1.94886, 3.21297], [-1.02053, -1.10579, 3.88011], [-2.20972, -2.82450, 3.55006], [-2.83231, -2.56204, 4.40745], [-2.44401, -3.93542, 2.73282], [-3.28818, -4.59556, 2.91725], [-1.50847, -4.20906, 1.75059], [-1.58747, -5.05465, 1.06232], [-0.38838, -3.32643, 1.56819], [0.52366, -3.62305, 0.52154], [1.30743, -4.41124, 0.53370], [0.23007, -1.43103, -0.63216], [0.13063, -3.36167, -1.85390], [0.08193, -4.41599, -2.01426], [-0.18924, -2.35039, -2.65197], [-0.48825, -2.33135, -3.67881], [-0.05688, -1.16779, -1.92013], [-0.00833, 0.09688, -2.60542], [1.10524, 0.30216, -3.43907], [1.11087, 1.44640, -4.24096], [1.96736, 1.62509, -4.89799], [0.00569, 2.29809, -4.28114], [0.00670, 3.47849, -5.19182], [-0.02651, 4.41412, -4.62548], [-0.86524, 3.45121, -5.85017], [0.91388, 3.46670, -5.79560], [-1.09427, 2.05398, -3.45789], [-1.97115, 2.70192, -3.51795], [-1.15065, 0.91092, -2.64661], [-2.39932, 0.53077, -1.91841], [-2.76272, -0.46482, -2.21590], [-3.19340, 1.24658, -2.16126], [-2.28149, 0.54452, -0.81940], [2.24560, -0.67148, -3.48812], [1.91332, -1.67550, -3.79708], [2.78126, -0.75117, -2.52528], [2.96844, -0.32347, -4.24089], [-3.75571, 0.27884, 3.48018], [-3.08069, 0.49683, 2.22248], [-2.57206, 0.67265, 1.18748], [-4.45650, 1.10390, 3.66639], [-3.02335, 0.24873, 4.30086], [-4.31557, -0.66667, 3.45717]], "s2": 2.006, "de_lowest_ev": 2.307, "multiplicity": 3, "total_charge": -2, "e_homo_ev": [3.0, 0.2], "e_lumo_ev": [4.34, 4.24], "orbital_gap_ev": [1.33, 3.99], "max_force_ha_per_bohr": 0.1620}


# 2
{"formula": "C4H15NO3", "method": "ωB97M-V with the def2-TZVPD basis set", "species": ["C", "C", "O", "C", "C", "N", "H", "H", "H", "H", "H", "H", "H", "H", "H", "H", "H", "O", "H", "H", "O", "H", "H"], "xyz": [[2.12070, 0.07951, 0.95059], [0.63851, -0.24038, 0.79513], [0.48856, -1.64166, 0.56221], [-0.05961, 0.58492, -0.29082], [-1.21571, -0.14204, -0.95448], [-2.44460, -0.35357, -0.20570], [2.66912, -0.00526, 0.01414], [2.52437, -0.61297, 1.68980], [2.26762, 1.10213, 1.31224], [0.15753, -0.12986, 1.76557], [1.09961, -1.98568, -0.09717], [-0.41023, 1.51836, 0.15242], [0.67484, 0.82725, -1.06431], [-1.54251, 0.48697, -1.79318], [-0.90326, -1.06986, -1.41001], [-2.73927, 0.48245, 0.27149], [-2.35734, -1.14493, 0.41668], [0.48664, -1.55724, -3.61862], [-0.03835, -1.29021, -2.85970], [1.36965, -1.17951, -3.64491], [-1.22409, 2.14072, 2.91331], [-0.36792, 1.75055, 3.11740], [-1.19426, 2.38029, 1.97792]], "de_lowest_ev": 0.845, "smiles": "C[C@H](O)CCN.O.O", "total_charge": 0, "e_homo_ev": -9.3, "e_lumo_ev": 0.49, "orbital_gap_ev": 9.79, "max_force_ha_per_bohr": 0.0363}


# 3
{"formula": "C24H26As2N2O2Rh", "method": "ωB97M-V with the def2-TZVPD basis set", "species": ["Rh", "O", "C", "C", "C", "C", "C", "C", "C", "N", "N", "C", "O", "C", "C", "C", "C", "C", "C", "H", "H", "H", "H", "H", "H", "H", "H", "H", "H", "C", "As", "C", "C", "C", "C", "C", "C", "C", "As", "C", "C", "H", "H", "H", "H", "H", "H", "H", "H", "H", "H", "H", "H", "H", "H", "H", "H"], "xyz": [[-0.11641, 0.41420, -0.11178], [-1.76744, -0.35157, -1.14980], [-2.75446, -0.65864, -0.40646], [-4.04559, -0.10782, -0.64764], [-5.13899, -0.51709, 0.05972], [-5.02943, -1.51699, 1.04833], [-3.80636, -2.04597, 1.34939], [-2.63188, -1.62524, 0.68728], [-1.38992, -2.12372, 1.10789], [-0.22878, -1.65271, 0.68447], [0.88868, -2.12042, 1.15419], [1.97338, -1.36099, 1.00555], [1.86990, -0.13369, 0.68943], [3.27701, -1.93603, 1.32434], [3.39921, -3.22992, 1.83747], [4.64837, -3.70539, 2.18715], [5.77415, -2.91024, 2.02752], [5.65656, -1.62990, 1.50758], [4.41538, -1.14433, 1.15749], [-4.12525, 0.62513, -1.43920], [-6.09944, -0.06687, -0.13847], [-5.91683, -1.84880, 1.56175], [-3.70598, -2.79476, 2.11979], [-1.37098, -2.89903, 1.87039], [2.51705, -3.83812, 1.96619], [4.75287, -4.70104, 2.59060], [6.74509, -3.28341, 2.31443], [6.53223, -1.01322, 1.37886], [4.30284, -0.15129, 0.75009], [-0.03875, 0.69721, 3.83685], [-0.65247, 1.45367, 2.12533], [-2.49393, 1.99894, 2.55110], [0.19088, 3.22252, 2.07909], [0.16178, 4.03643, 3.20659], [0.67557, 5.31988, 3.16321], [1.21543, 5.80722, 1.98328], [1.26688, 4.99746, 0.86449], [0.76333, 3.70165, 0.90127], [1.00790, 2.51815, -0.64083], [0.51000, 3.60689, -2.19086], [2.95966, 2.57289, -0.70253], [-0.49230, 1.21810, 4.68069], [1.04851, 0.76482, 3.89964], [-0.32175, -0.35669, 3.87542], [-2.49878, 2.74756, 3.34532], [-3.08590, 1.13386, 2.85651], [-2.94433, 2.43179, 1.65578], [-0.26520, 3.65832, 4.12863], [0.65221, 5.94057, 4.04459], [1.60228, 6.81203, 1.93607], [1.69956, 5.36837, -0.05800], [1.17112, 4.46598, -2.31221], [-0.52395, 3.94413, -2.09778], [0.58454, 2.97578, -3.08043], [3.32422, 3.59447, -0.82991], [3.32691, 1.94761, -1.51615], [3.33362, 2.17045, 0.23875]], "de_lowest_ev": 2.941, "total_charge": 1, "e_homo_ev": [-10.3, -10.3], "e_lumo_ev": [-5.01, -5.00], "orbital_gap_ev": [5.24, 5.26], "max_force_ha_per_bohr": 0.0920}